No. 1
10 unconnected molecules or ions with the total composition C59H140F24N3O3P7 in a non-equilibrium geometry. Source: the Open Molecules 2025 dataset; level of theory: ωB97M-V with the def2-TZVPD basis set.

```
236
Properties=species:S:1:pos:R:3:forces:R:3
C -4.86848 5.16388 -6.00095 -0.4 0.0 0.3
C -3.40374 4.76443 -6.01445 -0.2 -0.2 0.1
C -3.05312 3.64846 -5.01531 0.3 0.0 -0.1
C -1.56625 3.34725 -4.92368 1.3 0.2 0.0
P -1.04033 1.95152 -3.90149 -1.1 -1.5 0.7
C -1.04443 2.45018 -2.09334 0.4 -0.1 -2.1
C -2.42019 2.28947 -1.45018 1.2 -0.3 -0.5
C -2.51636 3.22929 -0.26980 -2.2 -0.5 -0.9
C -2.91781 4.68536 -0.64899 1.0 -0.4 1.0
C 0.57793 1.25110 -4.30170 -0.1 0.2 0.0
C 1.83987 1.98269 -3.81152 -0.3 1.3 -0.9
C 2.91293 1.06289 -3.37057 1.5 0.2 0.2
C 3.48239 0.32348 -4.56377 0.1 -1.3 0.2
C -2.21422 0.57551 -4.24480 0.7 -0.1 0.8
C -2.23131 0.04829 -5.68123 0.1 -0.2 -1.0
C -1.49807 -1.32462 -5.95657 0.9 0.8 1.1
C -1.39862 -1.82697 -7.40741 -1.8 0.7 0.7
H -5.25678 5.37809 -5.00524 0.1 -0.1 0.2
H -5.48584 4.36503 -6.41182 -0.1 0.1 -0.1
H -5.00423 6.08387 -6.56953 -0.1 -0.2 -0.2
H -2.81732 5.66852 -5.85063 0.4 -0.1 0.0
H -3.23214 4.39140 -7.02415 0.5 0.1 -0.1
H -3.51393 2.72424 -5.36396 -0.5 0.1 0.4
H -3.33150 3.91495 -3.99571 -0.7 -0.1 -0.1
H -1.00616 4.14773 -4.44033 0.0 0.6 -0.3
H -1.12342 3.18713 -5.90672 0.1 0.0 -0.2
H -0.65371 3.46628 -2.14788 -0.5 0.6 0.1
H -0.21010 1.95920 -1.59241 -0.3 -0.7 0.1
H -2.49233 1.24950 -1.13179 -0.1 0.1 0.1
H -3.23423 2.39712 -2.16702 -0.1 0.4 0.1
H -1.67030 2.98119 0.37108 0.0 0.7 0.3
H -3.44035 2.80699 0.12518 0.2 0.2 1.2
H -2.62201 5.36165 0.15303 -0.2 0.1 0.2
H -4.00361 4.73909 -0.72802 0.2 0.0 -0.3
H -2.41293 5.09499 -1.52386 -0.1 -0.2 -0.3
H 0.62062 1.10391 -5.38087 0.0 0.1 -0.1
H 0.49460 0.23193 -3.92429 0.1 0.0 0.4
H 1.72136 2.80702 -3.10830 -0.7 -0.2 0.4
H 2.20243 2.50852 -4.69479 0.2 0.2 -0.1
H 2.59779 0.52894 -2.47409 -0.1 -0.8 -0.4
H 3.84050 1.53565 -3.04774 -0.4 1.1 0.6
H 3.40422 0.90405 -5.48298 -0.4 -0.1 0.0
H 3.01474 -0.65723 -4.65099 0.1 0.0 -0.6
H 4.55831 0.20557 -4.43497 0.0 -0.5 0.1
H -3.20221 0.90275 -3.92091 0.0 0.0 0.0
H -1.92546 -0.24921 -3.59322 0.0 0.1 0.4
H -1.80873 0.81371 -6.33212 0.2 0.0 -0.4
H -3.28982 0.05021 -5.94133 0.0 -0.5 -0.4
H -1.86967 -2.07996 -5.26413 -0.6 -0.2 -0.4
H -0.50213 -1.21701 -5.52691 0.5 0.3 -0.1
H -1.05311 -1.06266 -8.10351 0.4 0.0 0.1
H -2.46029 -1.94451 -7.62452 0.0 -0.5 -0.7
H -0.90533 -2.78861 -7.54892 0.0 0.2 0.2
C 3.14439 1.58440 0.30535 -0.3 -0.4 0.4
C 1.77260 2.02371 0.85364 0.1 -1.8 0.0
C 1.80413 2.87917 2.09620 1.0 1.3 0.1
C 2.26819 4.30775 1.71178 0.7 -0.1 -0.3
P 2.28575 5.61716 2.95471 -1.5 -0.6 -1.2
C 3.37961 7.05227 2.44654 -0.1 -1.9 0.7
C 4.88386 6.62766 2.41997 0.3 1.3 -0.1
C 5.80413 7.87280 2.35015 -1.2 0.1 0.9
C 5.59157 8.69523 1.09383 1.0 -0.4 0.4
C 0.52867 6.16580 3.15733 2.0 -0.1 1.4
C -0.55418 5.13050 3.44330 0.6 -0.8 -2.1
C -1.90329 5.78162 3.49170 -2.4 -0.8 0.9
C -3.10260 4.72703 3.55029 2.0 0.6 -0.5
C 2.93313 4.82910 4.43520 1.0 1.0 0.5
C 3.36690 5.80647 5.57927 0.9 0.1 -1.2
C 4.44953 5.14841 6.51218 -2.5 1.3 1.1
C 4.63474 6.04751 7.77174 0.8 -0.8 0.2
H 3.04640 0.64923 -0.24596 -0.3 0.3 -0.6
H 3.77830 1.20553 1.10704 0.3 0.6 0.4
H 3.64915 2.31570 -0.32594 0.1 0.0 0.1
H 1.35413 1.07166 1.18011 -0.5 -0.1 -0.1
H 1.14441 2.35093 0.02515 -0.1 0.4 0.3
H 2.58954 2.46230 2.72664 -0.1 -0.1 0.3
H 0.90280 2.93544 2.70657 -0.2 -0.3 -0.4
H 1.77228 4.59485 0.78456 -0.3 0.5 0.2
H 3.32234 4.27987 1.43593 0.3 -0.3 -0.2
H 3.07943 7.72641 3.24874 0.6 0.6 -0.1
H 3.10504 7.45752 1.47264 -0.4 -0.1 0.2
H 5.10282 6.10017 1.49158 -0.3 -0.6 0.0
H 5.22355 6.05225 3.28114 -0.4 -0.2 0.0
H 6.83825 7.59562 2.55472 0.0 0.0 -0.4
H 5.51467 8.51005 3.18575 0.1 0.0 0.3
H 4.53519 8.91524 0.93971 0.2 0.2 -0.2
H 6.03340 8.13438 0.27022 -0.3 0.2 -0.4
H 6.17837 9.60236 1.23835 -0.3 0.2 -0.4
H 0.30062 6.77404 2.28204 -0.1 0.3 0.3
H 0.73746 6.72972 4.06645 -0.7 1.0 0.0
H -0.31692 4.34732 4.16333 -0.1 0.5 0.6
H -0.55782 4.57106 2.50781 -0.3 -0.5 -0.3
H -2.03016 6.38439 2.59244 0.0 0.4 0.3
H -2.05416 6.33404 4.41916 0.4 0.7 -0.3
H -4.10449 5.15185 3.61218 0.3 0.2 0.2
H -2.84482 4.12032 4.41836 -0.6 -0.3 -0.1
H -3.04245 4.14141 2.63294 -0.2 -0.3 0.1
H 3.85213 4.36746 4.07405 0.1 -0.3 -0.1
H 2.29600 4.01948 4.79110 -0.2 0.1 -0.1
H 2.47503 6.28519 5.98362 -0.1 -0.8 1.1
H 3.80212 6.72332 5.18170 0.5 -0.1 -0.6
H 5.41624 4.91763 6.06462 -0.2 0.2 -0.4
H 3.96336 4.21938 6.80990 0.4 -0.3 0.3
H 3.72722 6.45215 8.21982 -0.2 -0.2 -0.4
H 5.34646 6.86503 7.65676 -0.2 0.1 -0.5
H 5.10455 5.43466 8.54101 -0.1 -0.1 0.1
C -5.10439 -5.60877 2.33543 0.4 -0.4 -1.1
C -5.03717 -4.14631 2.13755 -0.1 1.4 0.4
C -4.14840 -3.42187 3.13631 -0.6 1.7 -0.2
C -2.69639 -3.69858 2.90818 1.0 -0.8 0.1
P -1.46302 -2.58305 3.62018 -1.3 -0.8 0.4
C 0.16028 -3.03993 2.92600 0.6 0.6 0.5
C 1.33970 -2.13721 3.40681 0.0 -0.8 1.4
C 2.70702 -2.90809 3.57691 -1.2 0.3 -1.0
C 3.10921 -3.54973 2.25961 1.4 -0.1 -0.3
C -1.85411 -0.83606 3.16648 0.1 -0.5 0.8
C -2.91239 -0.13874 4.03206 -0.6 0.5 -0.2
C -3.45713 1.17889 3.38968 0.5 -1.4 -0.1
C -4.40005 0.97134 2.21881 -0.1 0.4 -0.3
C -1.49636 -2.87215 5.46643 1.1 0.0 -1.4
C -0.82540 -4.27355 5.82818 -1.2 1.2 0.5
C -1.03903 -4.70787 7.29760 0.6 -0.1 0.5
C -2.44078 -4.99832 7.79181 -0.5 -0.5 -0.4
H -4.09027 -5.99881 2.24857 -0.1 -0.5 0.5
H -5.62509 -5.98529 1.45498 -0.3 -0.5 0.3
H -5.62643 -5.83058 3.26622 0.2 -0.4 -0.1
H -6.04666 -3.73738 2.17997 0.0 0.3 0.0
H -4.63296 -3.83118 1.17557 -0.1 -0.4 -0.4
H -4.45232 -3.56890 4.17271 0.0 -0.2 0.1
H -4.27209 -2.36191 2.91429 -0.4 0.3 0.2
H -2.43134 -3.75429 1.85237 -0.2 -0.1 -0.1
H -2.50287 -4.68799 3.32256 0.6 -0.2 -0.1
H 0.08219 -2.99843 1.83960 -0.2 -0.2 0.1
H 0.34890 -4.06825 3.23436 -0.2 -0.2 -0.2
H 1.12353 -1.79858 4.42007 -0.2 0.3 0.2
H 1.34408 -1.23378 2.79698 0.6 -0.1 -0.2
H 2.71106 -3.68256 4.34390 -1.0 -0.2 0.0
H 3.48107 -2.27368 4.00873 0.1 0.5 -0.6
H 2.35507 -4.03616 1.64093 -0.5 -0.1 0.6
H 3.87506 -4.29086 2.48831 0.0 -0.2 -0.3
H 3.59213 -2.85006 1.57744 0.0 0.4 0.0
H -2.07895 -0.85969 2.10018 0.0 0.1 -0.1
H -0.95526 -0.26013 3.38667 0.4 -0.1 -0.6
H -2.40308 0.10859 4.96347 -0.2 0.0 0.2
H -3.76640 -0.77170 4.27318 0.0 -0.1 0.0
H -2.58798 1.68994 2.97553 0.1 0.6 0.4
H -3.96330 1.75833 4.16177 0.3 0.1 0.0
H -3.91540 0.69497 1.28241 0.2 -0.3 0.2
H -4.83650 1.94250 1.98544 -0.4 0.0 0.0
H -5.20449 0.25708 2.39432 0.0 0.1 0.1
H -2.46403 -2.61600 5.89783 -0.2 -0.4 -0.3
H -0.85477 -2.02284 5.70120 0.4 -0.1 1.0
H 0.22560 -4.11176 5.58879 0.1 -0.4 0.3
H -1.20398 -5.08496 5.20658 0.0 0.2 -0.3
H -0.65083 -3.97916 8.00919 0.5 0.2 -0.2
H -0.49221 -5.64201 7.42595 0.4 0.2 0.0
H -3.08943 -4.17510 7.49237 -0.5 -0.3 0.1
H -2.53813 -5.17806 8.86247 0.5 0.8 0.2
H -2.78348 -5.98334 7.47495 -0.4 0.3 -0.9
C 8.95654 2.85840 -1.43594 -0.9 -1.6 -0.5
C 7.44914 2.36651 -1.72877 0.8 -0.2 0.4
C 7.07150 0.95298 -1.23702 0.7 -1.0 0.3
O 5.73003 0.59830 -1.40892 -0.4 1.6 -0.9
C 5.48522 -0.75473 -1.19324 -0.8 -1.6 -0.5
N 6.55187 3.45061 -1.08284 1.0 0.0 -0.6
H 6.76597 3.50077 -0.09707 0.1 0.0 0.5
H 6.91395 4.29054 -1.51125 0.0 0.7 0.0
H 5.54739 3.47344 -1.18581 -0.5 -0.8 -0.4
H 9.63100 2.25092 -2.03940 -0.2 -0.6 0.2
H 9.21559 2.68936 -0.39075 0.0 0.2 0.0
H 9.29135 3.82475 -1.81301 -0.9 0.5 0.3
H 7.28651 2.35101 -2.80646 -0.4 0.5 0.1
H 7.30357 0.68494 -0.20630 0.6 0.7 0.5
H 7.64371 0.23155 -1.82030 0.6 0.3 -0.3
H 4.59143 -1.05669 -1.73918 -0.7 0.6 0.5
H 5.40266 -1.01628 -0.13831 0.0 0.1 0.1
H 6.13474 -1.47402 -1.69209 1.1 0.4 0.1
C 2.87255 -4.43141 -3.29833 0.6 -0.8 0.2
C 1.69511 -5.18771 -2.66610 0.3 0.5 0.0
C 1.37928 -6.57822 -3.22276 -1.3 -0.7 0.1
O 0.21517 -7.11445 -2.50903 0.9 0.5 -1.3
C -0.49927 -8.19396 -3.20045 0.2 -0.3 0.4
N 1.87605 -5.37958 -1.13719 -1.5 0.1 -2.1
H 1.05066 -5.95031 -1.02276 -0.7 -1.2 1.1
H 2.69737 -5.88886 -0.84365 0.2 0.0 0.1
H 1.63694 -4.52848 -0.64877 0.5 0.4 0.4
H 2.63511 -3.43464 -3.67005 -0.3 -0.3 -0.1
H 3.31778 -5.05037 -4.07728 -0.2 0.2 -0.3
H 3.70437 -4.29960 -2.60637 -0.1 0.0 0.3
H 0.82038 -4.54890 -2.78807 -0.2 -0.3 0.4
H 2.24916 -7.22731 -3.12227 0.2 -0.3 0.3
H 1.16078 -6.56413 -4.29054 0.0 0.5 -0.1
H -0.96085 -8.00752 -4.17014 0.3 1.1 -0.1
H -1.32369 -8.50549 -2.55906 0.3 0.2 0.3
H 0.15917 -9.04801 -3.35904 0.2 0.0 0.3
C -3.09634 -5.53354 -1.71545 -0.7 -0.2 0.0
C -4.28198 -4.60662 -1.57432 -1.5 -1.0 0.0
O -5.40962 -4.93835 -1.29400 2.0 1.1 -0.4
N -4.06322 -3.15100 -2.01589 0.4 0.3 -0.9
H -4.85286 -2.56548 -1.78409 -1.2 0.0 0.2
H -3.32967 -2.69945 -1.48853 0.9 -0.2 -0.1
C -3.91987 -2.99435 -3.57129 -0.6 -0.8 1.3
H -2.19308 -5.29315 -1.15471 -0.1 0.4 -0.2
H -2.92099 -5.63834 -2.78613 0.4 0.2 -0.2
H -3.42668 -6.52696 -1.41195 -0.1 0.2 0.2
H -3.26522 -3.79502 -3.91548 -0.2 0.2 -0.2
H -3.59262 -2.00696 -3.89697 0.1 -0.1 0.7
H -4.96613 -3.10999 -3.85424 0.3 -0.3 -0.6
P -0.65306 -1.99275 -0.96052 0.1 1.2 -1.2
F 0.47827 -3.10326 -0.61937 0.1 0.9 0.0
F -1.28405 -2.91592 -2.09281 0.0 -1.1 -0.5
F -1.66519 -2.69301 0.08194 0.7 0.4 0.9
F -1.74758 -0.89496 -1.23775 -1.5 1.0 -0.2
F 0.01645 -0.87313 0.07461 0.1 -1.7 0.1
F 0.20199 -1.31009 -2.21031 1.0 -0.3 0.9
P -0.44675 -6.93353 1.59476 -2.3 -1.8 0.8
F -0.53175 -7.57285 0.12689 0.5 -0.3 0.0
F -2.06899 -7.01064 1.67425 -0.1 -0.1 0.1
F -0.33386 -8.36840 2.35136 0.2 0.2 -1.1
F -0.46237 -6.29448 3.07928 0.6 1.2 0.2
F 1.15167 -6.83347 1.48904 0.4 0.6 -0.1
F -0.66055 -5.45920 0.91796 1.0 0.7 0.0
P -2.98423 -5.89646 -6.26429 -1.5 -2.7 0.3
F -3.99483 -6.50277 -5.11621 1.2 0.5 0.6
F -4.03783 -6.46955 -7.30141 -0.8 0.1 -0.7
F -3.74478 -4.45335 -6.14458 0.3 -0.1 0.0
F -2.13175 -5.41296 -7.45606 1.7 1.8 -1.3
F -1.88981 -5.40022 -5.16782 -0.1 0.3 0.5
F -2.14646 -7.33180 -6.37212 -0.4 0.4 0.9
P -6.05197 0.03234 -1.45988 -3.5 0.6 0.2
F -5.98945 1.55273 -0.87062 1.0 -0.6 -0.6
F -4.59705 0.11769 -2.21905 -0.4 0.5 0.4
F -5.34792 -0.57384 -0.12721 0.7 0.1 -0.4
F -6.25622 -1.43073 -2.06289 0.9 -1.8 -0.1
F -7.48688 -0.15210 -0.70520 0.4 0.2 0.1
F -6.88172 0.51842 -2.78658 1.2 0.9 0.4
```
Forces are in eV/Å.

Results
**Strongest force on any atom**: 3.6 eV/Å
**Kohn-Sham gap**: 0.24522 Ha
**Lowest unoccupied orbital energy**: -6.07 eV
**E_HOMO**: -12.75 eV
**Net charge**: +2

Here are the Mulliken charges for atoms 1 to 4, given in e: -1.385, -0.524, -0.175, -1.288

---

No. 2
9 unconnected molecules or ions with the total composition C17H43N9O14 in a non-equilibrium geometry. Source: the Open Molecules 2025 dataset; level of theory: ωB97M-V with the def2-TZVPD basis set.

```
83
Properties=species:S:1:pos:R:3:forces:R:3
C -3.31876 -4.49889 2.47880 -0.7 0.5 1.0
N -4.45001 -3.79920 1.74121 -0.9 1.7 -0.5
O -4.82223 -2.61786 1.96886 1.7 -2.7 -0.1
O -5.07311 -4.53534 0.99432 0.4 0.2 0.1
H -2.94574 -5.36504 1.93223 -0.5 0.4 -0.2
H -3.92939 -4.77722 3.33773 0.4 -0.6 0.3
H -2.51015 -3.89186 2.88592 -0.3 0.6 -0.6
C 1.69077 -4.34681 -2.33107 -0.4 -0.2 -0.6
N 1.85797 -3.68551 -1.03548 1.1 0.4 1.2
O 1.11496 -4.00678 -0.13473 -0.3 0.1 -0.1
O 2.79884 -2.88999 -0.88623 -1.1 -0.7 -0.6
H 0.78703 -3.97664 -2.81516 0.3 0.9 -0.2
H 1.32558 -5.36623 -2.20643 0.9 -0.2 0.5
H 2.64086 -4.20089 -2.84500 -0.5 -0.2 -0.3
C -3.37189 -2.28631 -1.42809 0.5 0.4 -0.7
N -2.26230 -3.28659 -1.51549 -1.4 -0.4 -0.5
O -2.14497 -3.90830 -0.48898 1.2 -0.6 -0.4
O -1.66607 -3.44382 -2.59615 -0.3 0.2 1.8
H -2.96287 -1.52924 -0.75902 -0.1 0.3 -0.3
H -4.25892 -2.68549 -0.93622 0.3 -0.4 -0.1
H -3.55511 -1.99979 -2.46367 -0.1 0.5 0.4
C 5.67619 0.05574 -1.66764 0.0 -0.4 -0.3
N 4.21393 0.31952 -1.59773 -2.1 0.3 -0.6
O 3.84315 0.85231 -0.54971 0.5 -0.5 -1.3
O 3.44026 0.01274 -2.53293 2.0 0.6 1.8
H 6.18750 1.01686 -1.61361 -0.1 -0.1 0.2
H 5.94950 -0.46565 -2.58501 -0.3 0.1 0.1
H 5.85497 -0.57593 -0.79750 0.3 0.2 -0.1
C 2.22783 4.04823 0.50877 -0.3 -0.1 0.6
N 2.48839 4.31921 -0.90291 1.8 -0.3 -0.4
O 1.87080 3.71323 -1.74112 -0.5 0.1 -0.5
O 3.43276 5.07714 -1.11133 -0.9 -0.3 -0.2
H 3.21177 4.16264 0.96361 -0.6 0.3 0.5
H 1.82664 3.05181 0.69393 0.2 0.1 -0.5
H 1.44230 4.75970 0.76344 0.4 0.2 0.5
C 0.50175 -3.78925 3.77012 -1.6 1.6 2.7
O -0.13604 -3.25411 4.70894 1.1 -1.1 -1.9
N 1.81684 -4.02381 3.81647 1.0 -1.2 -0.8
C 2.49453 -4.78062 2.73582 0.4 1.2 0.2
C 2.76535 -3.75449 4.89944 -0.2 -0.2 0.2
H 0.00040 -4.05253 2.82591 0.3 -0.1 0.0
H 3.25422 -4.06330 2.42531 0.2 -0.2 -0.7
H 1.87945 -5.07064 1.88396 -0.2 0.3 0.4
H 3.05776 -5.64901 3.07751 -0.4 -0.2 0.5
H 3.17611 -4.72941 5.16195 0.1 0.1 0.4
H 3.60401 -3.13552 4.58064 0.0 0.0 -0.6
H 2.41033 -3.24645 5.79607 -0.8 -0.3 -0.3
C -0.85864 4.32942 -3.98706 0.0 -1.9 1.6
O -0.96008 5.42010 -4.46267 0.1 1.0 -1.0
N -0.57059 3.14127 -4.59227 0.2 1.0 0.9
C -0.34318 3.18982 -6.02467 -1.3 -1.0 -0.5
C -0.45529 1.87497 -3.79351 0.8 0.0 -2.0
H -1.03633 4.14910 -2.91556 0.0 0.1 0.3
H 0.67905 3.11983 -6.39649 0.1 -0.5 0.4
H -0.75969 4.05178 -6.54588 0.0 0.5 0.9
H -1.03487 2.40469 -6.33000 0.7 -0.5 -1.0
H 0.54397 1.74755 -3.37718 -0.2 0.5 0.7
H -1.27148 1.58850 -3.13028 0.0 0.8 0.2
H -0.42995 1.05485 -4.51105 -0.3 0.1 -0.4
C -4.20011 3.97502 2.24719 1.6 1.0 1.4
O -4.36338 3.39035 3.29634 -0.5 -0.4 -0.3
N -2.96555 4.48769 1.91522 1.2 -0.5 -2.3
C -2.73363 5.32102 0.68664 -1.1 0.4 2.1
C -1.78633 4.48710 2.81040 -0.9 -1.1 0.4
H -5.01361 4.35954 1.61270 0.1 -0.5 -0.4
H -2.39858 6.17154 1.28032 0.4 1.0 -1.4
H -3.68079 5.55068 0.19855 -0.1 0.1 0.2
H -2.04726 5.02584 -0.10700 0.3 -0.6 0.6
H -0.78622 4.42521 2.38140 -0.4 0.2 -1.1
H -1.77394 5.38172 3.43298 -0.2 -0.1 0.3
H -1.81320 3.56323 3.38821 -0.4 0.3 0.5
C -0.22486 -1.17797 0.94738 -2.6 1.8 0.9
O -1.21301 -1.63565 1.54360 1.7 0.3 -1.0
N -0.17003 0.16886 0.55413 0.1 -1.8 -0.2
C 0.99118 0.63121 -0.16459 0.3 0.5 0.7
C -1.17916 1.19982 0.84855 0.8 -1.5 1.3
H 0.66911 -1.77615 0.71244 -0.1 0.2 -0.1
H 1.45474 -0.11284 -0.81235 -0.3 0.1 -0.2
H 1.75499 0.92460 0.55557 0.2 0.0 0.0
H 0.70683 1.55310 -0.67191 0.2 -0.3 -0.6
H -0.66984 2.04955 1.30313 0.2 0.5 -0.7
H -1.78220 1.41746 -0.03297 -0.1 0.2 0.3
H -1.71320 0.84629 1.73054 -0.8 -0.3 -0.5
```
Forces are in eV/Å.

Results
**Strongest force on any atom**: 3.5 eV/Å
**Kohn-Sham gap**: 0.31587 Ha
**Energy relative to the best compared isomer or geometry (same formula, charge and spin)**: 2.648 eV
**Lowest unoccupied orbital energy**: -0.49 eV
**E_HOMO**: -9.08 eV
**SMILES string**: C[N+](=O)[O-].C[N+](=O)[O-].C[N+](=O)[O-].C[N+](=O)[O-].C[N+](=O)[O-].CN(C)C=O.CN(C)C=O.CN(C)C=O.CN(C)C=O

Here are the Mulliken charges for atoms 1 to 4, given in e: -0.770, 0.898, -0.539, -0.511

---

Which of these has the lowest lowest unoccupied orbital energy? C59H140F24N3O3P7

---

Among the records above, which one has the highest Kohn-Sham gap? C17H43N9O14

---

What is the strongest force on any atom in the second record? 3.5 eV/Å